Record 1
Molecular formula: ClH3OSi
Method: DFT, the ωB97M-V functional and the def2-TZVPD basis

```
6
Properties=species:S:1:pos:R:3
O -1.0302 0.5899 1.2973
Si 0.8486 0.4306 -0.0060
Cl 1.8598 2.3068 -0.1010
H -0.7351 0.3346 2.2229
H 0.0604 -0.1324 -1.0728
H 1.9333 -0.4063 0.5753
```

max |F| = 4.275 eV/Å
E = -826.70347 Eh
energy relative to the best compared isomer or geometry (same formula, charge and spin) = 63.7 kcal per mole

Charges computed using Mulliken, reported in e: -0.701 0.733 -0.202 0.278 -0.050 -0.057

---

Record 2
Molecular formula: ClH3P2
Method: DFT, the ωB97M-V functional and the def2-TZVPD basis

```
6
Properties=species:S:1:pos:R:3
P 1.6426 0.8320 -0.0589
P -0.1819 -0.1317 0.2542
Cl -2.3202 0.2620 -0.1414
H 1.3061 0.9311 -1.4357
H -0.3274 -1.4314 -0.2191
H -0.1192 -0.4620 1.6008
```

max |F| = 1.528 eV/Å
E = -1144.64488 Eh
structure (SMILES) = P=[PH2]Cl
energy relative to the best compared isomer or geometry (same formula, charge and spin) = 11.2 kcal per mole

Charges computed using Mulliken, reported in e: -0.082 0.124 -0.275 0.010 0.118 0.104

---

Record 3
Molecular formula: ClH4LiO2
Method: DFT, the ωB97M-V functional and the def2-TZVPD basis

```
8
Properties=species:S:1:pos:R:3
Li -1.0361 -3.6307 0.6471
Cl -1.2397 -1.3393 0.0183
O 1.6322 0.4879 0.8439
H 1.0013 -0.1131 0.4476
H 1.4254 0.4712 1.7783
O -0.6762 1.6854 -1.0230
H -0.3824 1.6774 -1.9340
H -0.7244 0.7613 -0.7782
```

max |F| = 1.502 eV/Å
E = -620.64546 Eh
energy relative to the best compared isomer or geometry (same formula, charge and spin) = 10.2 kcal per mole

Charges computed using Mulliken, reported in e: 0.902 -0.839 -0.589 0.304 0.305 -0.541 0.302 0.155

---

Record 4
Molecular formula: ClH4N2OP
Method: DFT, the ωB97M-V functional and the def2-TZVPD basis

```
9
Properties=species:S:1:pos:R:3
N 0.5713 0.0307 -1.2980
P -0.3922 -0.3998 0.0302
N 0.6424 0.0410 1.2374
O -0.9721 -1.7073 -0.1841
Cl -2.0399 1.0221 0.2078
H 0.1822 -0.3130 -2.1707
H 0.6849 0.9999 -1.5306
H 0.5173 0.9314 1.6793
H 0.8059 -0.6050 2.0287
```

max |F| = 2.725 eV/Å
E = -988.79094 Eh
structure (SMILES) = NP(N)(=O)Cl
energy relative to the best compared isomer or geometry (same formula, charge and spin) = 0.0 kcal per mole

Charges computed using Mulliken, reported in e: -0.554 0.869 -0.521 -0.544 -0.307 0.267 0.258 0.253 0.279

---

Record 5
Molecular formula: ClH4N2OP
Method: DFT, the ωB97M-V functional and the def2-TZVPD basis

```
9
Properties=species:S:1:pos:R:3
N -0.0312 -1.4252 1.0034
P -0.2243 0.4939 0.5754
O -1.5215 0.3740 -0.3637
N 0.8584 0.5481 -0.8269
Cl 0.5007 2.0222 -1.7684
H 0.6289 -1.4752 1.8210
H 0.3964 -1.8338 0.2007
H -2.3848 0.7500 -0.1220
H 1.7775 0.5459 -0.5194
```

max |F| = 4.033 eV/Å
E = -988.67306 Eh
structure (SMILES) = NP(O)NCl
energy relative to the best compared isomer or geometry (same formula, charge and spin) = 74.0 kcal per mole

Charges computed using Mulliken, reported in e: -0.656 0.384 -0.424 -0.341 -0.096 0.256 0.259 0.337 0.280

---

Record 6
Molecular formula: ClH4NSi
Method: DFT, the ωB97M-V functional and the def2-TZVPD basis

```
7
Properties=species:S:1:pos:R:3
N 0.3034 0.7618 -0.3512
Si -0.7351 -0.3942 0.0644
H 0.6617 1.6645 0.0318
H -1.3737 -0.3475 1.3267
H -1.5356 -1.3966 -0.8309
Cl 3.4272 0.0296 0.3862
H 2.3362 0.3140 -0.2443
```

max |F| = 1.843 eV/Å
E = -806.77248 Eh
structure (SMILES) = N=[SiH2].Cl
energy relative to the best compared isomer or geometry (same formula, charge and spin) = 79.0 kcal per mole

Charges computed using Mulliken, reported in e: -0.592 0.402 0.304 -0.070 -0.032 -0.289 0.278

---

Record 7
Molecular formula: ClH5N2Si
Method: DFT, the ωB97M-V functional and the def2-TZVPD basis

```
9
Properties=species:S:1:pos:R:3
H -0.0737 -0.0620 2.4118
N -0.3110 -0.0707 1.4261
Si 0.4885 0.6662 0.2363
N -0.0332 -0.0631 -1.2587
H 1.3908 1.8281 0.3240
H -0.7168 -0.6774 -1.0758
H 0.4880 -0.2591 -2.1962
Cl -1.6577 -2.9826 1.3102
H -1.5285 -1.6510 1.2972
```

max |F| = 6.508 eV/Å
E = -862.18269 Eh
structure (SMILES) = [H]/N=[SiH]/N.Cl
energy relative to the best compared isomer or geometry (same formula, charge and spin) = 67.6 kcal per mole

Charges computed using Mulliken, reported in e: 0.182 -0.507 0.340 -0.471 -0.061 0.251 0.268 -0.330 0.327

---

Record 8
Molecular formula: ClH5N2Si2
Method: DFT, the ωB97M-V functional and the def2-TZVPD basis

```
10
Properties=species:S:1:pos:R:3
N -1.3727 0.1858 0.0636
N 1.0175 0.0320 -0.0120
Si -0.1364 1.3482 0.0071
Si 0.1257 -1.4185 0.0119
Cl 2.7472 0.0457 0.1361
H -2.0826 -0.0502 -0.5043
H -0.3799 2.2892 -1.1651
H -0.1707 2.1369 1.3417
H -0.4209 -2.3828 1.2112
H 0.6728 -2.1864 -1.0902
```

max |F| = 5.503 eV/Å
E = -1151.63538 Eh
energy relative to the best compared isomer or geometry (same formula, charge and spin) = 37.3 kcal per mole

Charges computed using Mulliken, reported in e: -0.508 0.062 0.239 0.371 -0.101 0.244 -0.099 -0.085 -0.048 -0.075

---

Record 9
Molecular formula: ClH5N3PS
Method: DFT, the ωB97M-V functional and the def2-TZVPD basis

```
11
Properties=species:S:1:pos:R:3
N -0.1215 1.0739 -1.1168
N -0.7636 -0.9182 1.1427
N 1.7123 -0.5158 0.8919
P 0.3356 0.3053 0.9851
S 0.0690 1.7874 2.2417
Cl 3.1153 0.1639 1.6789
H 0.3826 1.8363 -1.2633
H -1.0653 1.2840 -0.8469
H -1.6706 -0.4480 0.9410
H -0.4327 -1.5879 0.3290
H 1.7421 -0.7323 -0.0886
```

max |F| = 7.907 eV/Å
E = -1366.93331 Eh
energy relative to the best compared isomer or geometry (same formula, charge and spin) = 60.5 kcal per mole

Charges computed using Mulliken, reported in e: -0.694 -0.523 -0.305 0.406 -0.355 -0.017 0.236 0.240 0.305 0.337 0.370

---

Record 10
Molecular formula: ClH6NaO7
Method: DFT, the ωB97M-V functional and the def2-TZVPD basis

```
15
Properties=species:S:1:pos:R:3
Na -0.9048 -0.8854 -0.1604
Cl 2.6088 0.5637 0.6412
O 2.1000 1.8437 1.0570
O 2.9473 -0.2242 1.7793
O 1.5541 -0.0739 -0.1098
O 3.7411 0.7232 -0.2111
O -3.3827 -0.2357 0.4719
H -4.3213 -0.4529 0.4319
H -3.2929 0.3440 1.2398
O -0.6984 1.5120 0.5362
H 0.1841 1.9329 0.5375
H -1.3349 2.2352 0.5461
O -0.0918 -2.4854 -2.0967
H 0.1209 -2.1177 -2.9634
H 0.7705 -2.6794 -1.6994
```

max |F| = 1.826 eV/Å
E = -1152.57185 Eh
energy relative to the best compared isomer or geometry (same formula, charge and spin) = 0.0 kcal per mole

Charges computed using Mulliken, reported in e: 0.846 1.760 -0.779 -0.648 -0.705 -0.631 -0.559 0.284 0.323 -0.529 0.334 0.282 -0.659 0.332 0.348

---

Record 11
Molecular formula: ClH6O3
Method: DFT, the ωB97M-V functional and the def2-TZVPD basis

```
10
Properties=species:S:1:pos:R:3
Cl 1.6283 -0.5189 -3.2401
O -0.2757 3.3481 -0.4975
H 0.3285 3.5251 0.2234
H 0.0565 2.5442 -0.8972
O 1.9156 -0.7281 1.6026
H 1.0452 -1.1254 1.6280
H 2.0731 -0.5542 0.6746
O -2.1492 -2.0083 0.5105
H -2.9246 -2.5387 0.3268
H -1.6977 -1.9438 -0.3311
```

max |F| = 0.474 eV/Å
E = -689.58220 Eh
charge = -1
energy relative to the best compared isomer or geometry (same formula, charge and spin) = 0.0 kcal per mole

Charges computed using Mulliken, reported in e: -0.983 -0.661 0.307 0.349 -0.678 0.319 0.348 -0.646 0.296 0.348

---

Record 12
Molecular formula: ClHIOPS
Method: DFT, the ωB97M-V functional and the def2-TZVPD basis

```
6
Properties=species:S:1:pos:R:3
O -1.1037 -0.5040 -0.4291
P 0.2707 0.1307 -0.1211
S 0.9650 1.4302 -1.4832
Cl 0.0271 0.9481 2.0753
I 1.6887 -1.8170 -0.1155
H -1.8478 -0.1880 0.0735
```

max |F| = 3.877 eV/Å
E = -1573.32095 Eh
structure (SMILES) = O[P@@](=S)(Cl)I
energy relative to the best compared isomer or geometry (same formula, charge and spin) = 20.1 kcal per mole

Charges computed using Mulliken, reported in e: -0.367 0.478 -0.292 -0.279 0.109 0.352

---

Record 13
Molecular formula: ClHN2O2
Method: DFT, the ωB97M-V functional and the def2-TZVPD basis

```
6
Properties=species:S:1:pos:R:3
N -1.5576 0.0754 -2.7701
N -1.5013 -0.0615 -1.5257
O -2.5767 0.4056 -3.4640
O -0.1909 -0.4478 -1.1408
Cl 6.4894 0.1378 12.1932
H -0.6630 -0.1095 -3.2926
```

max |F| = 3.542 eV/Å
E = -720.72178 Eh
charge = -2
energy relative to the best compared isomer or geometry (same formula, charge and spin) = 13.7 kcal per mole

Charges computed using Mulliken, reported in e: 0.539 -0.283 -0.779 -0.692 -1.000 0.215

---

Record 14
Molecular formula: ClHNO2S
Method: DFT, the ωB97M-V functional and the def2-TZVPD basis

```
6
Properties=species:S:1:pos:R:3
N 1.2247 0.1996 0.7005
S -0.1651 -0.3381 0.0269
O -1.0024 -1.1673 0.8990
O -0.2165 -0.7958 -1.3988
Cl -1.3662 1.3482 -0.2202
H 1.5255 0.7534 -0.0074
```

max |F| = 5.766 eV/Å
E = -1064.25787 Eh
structure (SMILES) = N=[S@](=O)([O-])Cl
charge = -1
energy relative to the best compared isomer or geometry (same formula, charge and spin) = 11.5 kcal per mole

Charges computed using Mulliken, reported in e: -0.599 0.847 -0.560 -0.595 -0.315 0.223

---

Record 15
Molecular formula: ClHNO2S
Method: DFT, the ωB97M-V functional and the def2-TZVPD basis

```
6
Properties=species:S:1:pos:R:3
N 1.1836 -0.0055 -0.3149
O -1.0160 1.2353 -0.5832
O 1.0646 0.8485 0.8212
S -0.4476 0.3000 0.2787
Cl -2.3076 -1.4346 0.0073
H 1.5230 -0.9437 -0.2092
```

max |F| = 3.712 eV/Å
E = -1064.18116 Eh
charge = -1
energy relative to the best compared isomer or geometry (same formula, charge and spin) = 59.6 kcal per mole

Charges computed using Mulliken, reported in e: -0.317 -0.419 -0.317 0.602 -0.776 0.227

---

Record 16
Molecular formula: ClHg3NO7
Method: DFT, the ωB97M-V functional and the def2-TZVPD basis

```
12
Properties=species:S:1:pos:R:3
Hg 7.5576 9.3803 2.6868
Hg 8.0573 3.2680 4.8399
Hg 2.7687 7.0067 4.4871
Cl 6.4937 6.2774 3.8050
O 7.7744 6.4958 4.5742
O 5.5332 6.6610 4.7034
O 6.5832 7.2140 2.5634
O 6.2984 4.9296 3.4328
N 4.2439 9.3976 2.8151
O 3.1553 9.7942 2.5911
O 4.4287 8.3920 3.3644
O 5.2618 10.1744 2.4339
```

max |F| = 9.466 eV/Å
E = -1499.24387 Eh
charge = +4

Charges computed using Mulliken, reported in e: 1.552 1.776 1.632 1.796 -0.633 -0.458 -0.656 -0.645 1.347 -0.454 -0.663 -0.593

---

Record 17
Molecular formula: ClHgI3O8S
Method: DFT, the ωB97M-V functional and the def2-TZVPD basis

```
14
Properties=species:S:1:pos:R:3
Hg -1.3285 -0.9725 -0.6205
S 1.3408 -0.6119 -1.1646
O 2.2706 0.5387 -0.8625
O 0.2263 -0.2178 -1.9476
O 2.0981 -1.6173 -1.9403
O 0.8869 -1.3674 -0.0641
I -3.2358 0.8074 -1.7434
I -1.8335 -2.0551 2.0898
I -1.6444 -3.3538 -2.4054
Cl 0.2027 1.7396 1.7627
O -0.6457 1.3488 0.6739
O 0.8912 0.7123 2.3404
O 1.2334 2.5831 1.2420
O -0.4621 2.4659 2.6396
```

max |F| = 10.869 eV/Å
<S²> = 0.762
E = -2506.52832 Eh
charge = -3
multiplicity = 2

Charges computed using Mulliken, reported in e: 0.937 1.382 -0.504 -0.695 -0.452 -0.592 -0.710 -0.723 -0.759 1.632 -0.491 -0.605 -0.750 -0.671

---

Record 18
Molecular formula: ClHgO12S2
Method: DFT, the ωB97M-V functional and the def2-TZVPD basis

```
16
Properties=species:S:1:pos:R:3
Hg 1.5924 0.5868 0.4820
S 3.1622 -3.5855 -0.4319
O 4.5604 -3.9643 -0.0451
O 2.5597 -3.0471 0.8333
O 3.1853 -2.4477 -1.4019
O 2.3237 -4.6577 -1.0048
S -0.9718 5.0533 1.1122
O -0.0489 6.2239 1.2075
O -0.1259 3.8490 1.0068
O -1.8156 5.0338 2.1545
O -1.9092 5.1030 0.0326
Cl -2.5568 -1.6443 -0.8074
O -3.7540 -1.6026 -1.4728
O -2.2853 -0.5105 0.0966
O -2.4264 -2.8842 -0.0968
O -1.4898 -1.5059 -1.6648
```

max |F| = 11.599 eV/Å
E = -2312.35668 Eh
charge = -3
energy relative to the best compared isomer or geometry (same formula, charge and spin) = 18.3 kcal per mole

Charges computed using Mulliken, reported in e: 0.162 1.246 -0.659 -0.532 -0.555 -0.626 1.185 -0.669 -0.455 -0.523 -0.571 1.597 -0.634 -0.659 -0.672 -0.635

---

Record 19
Molecular formula: ClI2PS
Method: DFT, the ωB97M-V functional and the def2-TZVPD basis

```
5
Properties=species:S:1:pos:R:3
P 0.4006 -0.8622 -0.9490
S 0.1166 3.3958 0.9927
Cl -1.0269 -2.2205 -1.4610
I 1.5989 -1.7233 1.0025
I -1.0891 1.4102 0.4148
```

max |F| = 1.490 eV/Å
E = -1795.08184 Eh
energy relative to the best compared isomer or geometry (same formula, charge and spin) = 44.2 kcal per mole

Charges computed using Mulliken, reported in e: 0.164 -0.408 -0.122 0.090 0.276

---

Record 20
Molecular formula: ClIO4V2
Method: DFT, the ωB97M-V functional and the def2-TZVPD basis

```
8
Properties=species:S:1:pos:R:3
O 4.7836 -10.9482 5.5904
V 4.0057 -12.2396 5.1973
O 2.5669 -11.7916 4.5709
O -0.0713 -11.3207 3.4446
V 0.0487 -10.6106 2.1264
O -0.4971 -9.1743 2.4001
Cl 5.2483 -12.8170 2.8348
I 4.4108 -14.2914 7.1451
```

max |F| = 2.348 eV/Å
E = -2946.73671 Eh

Charges computed using Mulliken, reported in e: -0.545 1.100 -0.731 -0.342 1.778 -0.469 -0.535 -0.257